No. 1
C15H20F6N4O2PSiV as an isolated structure at a distorted geometry. Source: OMol25; level of theory: ωB97M-V/def2-TZVPD.

Each line ends with the Löwdin charge.
Cartesian coordinates (Å):
V 0.20242 -0.13998 0.43130  1.052
C 3.01581 -1.48029 -1.51073  0.016
C 2.72795 -0.01918 -1.44576  -0.244
C 3.58836 0.93152 -2.06822  0.050
C 3.35100 2.28895 -1.95615  -0.007
C 2.26810 2.74026 -1.22377  0.070
C 1.43806 1.76846 -0.61156  -0.347
N 1.68575 0.40917 -0.77858  0.053
N 0.41323 1.93397 0.19259  0.003
Si -0.41994 3.42346 0.77814  0.451
C -0.69247 4.58114 -0.63448  -0.158
C 0.69424 4.19159 2.03330  -0.147
C -2.02217 2.85382 1.48429  -0.145
H 3.74255 -1.73064 -0.73276  0.114
H 3.45426 -1.74681 -2.47088  0.098
H 2.11734 -2.06593 -1.33622  0.073
H 4.43858 0.56888 -2.62974  0.132
H 4.01906 2.99518 -2.43111  0.129
H 2.05865 3.79115 -1.09100  0.112
H 0.23225 5.00650 -1.02739  0.025
H -1.29513 5.40881 -0.24845  0.053
H -1.24624 4.12212 -1.45642  0.048
H 1.39728 4.88139 1.56078  0.039
H 1.25235 3.45168 2.60906  0.034
H 0.07155 4.76013 2.72918  0.049
H -2.80156 2.80960 0.72079  0.047
H -2.34429 3.55348 2.25868  0.050
H -1.94034 1.86700 1.94537  0.024
O -1.24247 0.11842 -0.76150  -0.190
N -1.91837 -0.95550 -1.05965  0.089
N -1.30418 -1.99141 -0.72395  -0.139
O -0.07271 -1.88067 -0.20978  -0.164
C -1.88136 -3.30289 -0.91990  -0.161
C -1.03565 -4.39358 -0.89483  -0.002
C -1.58482 -5.65287 -1.08057  -0.052
C -2.94989 -5.79762 -1.27921  -0.056
C -3.77782 -4.68179 -1.29122  -0.052
C -3.24853 -3.41667 -1.10670  -0.006
H 0.02273 -4.26207 -0.72368  0.117
H -0.94123 -6.52166 -1.06566  0.115
H -3.37326 -6.78411 -1.41275  0.115
H -4.84330 -4.79594 -1.43593  0.116
H -3.87954 -2.53924 -1.09851  0.118
F 1.40639 -0.89301 1.85562  -0.237
P 0.37911 -0.63513 3.26935  0.242
F 0.54395 0.92147 2.84823  -0.146
F -0.91942 -0.59659 2.10033  -0.226
F -0.63299 -0.30315 4.40198  -0.047
F 0.18943 -2.17966 3.34017  -0.056
F 1.65729 -0.61173 4.15788  -0.051

Forces on atoms 1 to 3 (eV/Å):
-0.232 0.072 1.344
0.030 0.009 -0.008
0.030 0.111 -0.101

The charge is +1. The value obtained for the lowest unoccupied orbital energy (spin up / spin down) is -3.6 / -6.3 eV. Its spin multiplicity is 4. Its expectation value of S² is 3.797.

---

No. 2
C3H7N3 as an isolated structure at a distorted geometry. Source: OMol25; level of theory: ωB97M-V/def2-TZVPD.

Each line ends with the Löwdin charge.
Cartesian coordinates (Å):
C 1.23515 0.01818 -0.17312  -0.469
C -0.65383 -0.18349 -0.06853  -0.388
N 1.69840 1.23582 0.25992  0.118
N -0.02297 -0.51244 0.92358  0.199
C -1.53222 0.08958 -1.04431  -0.011
N 1.80445 -0.85296 -0.87287  0.155
H 1.15420 1.69816 0.97120  0.094
H 2.69505 1.31532 0.39417  0.101
H -2.30214 -1.35368 1.85385  0.011
H -3.04221 -1.19324 1.77206  0.032
H 2.75594 -0.63941 -1.15602  0.068
H -1.42683 -0.37148 -2.01019  0.047
H -2.36297 0.74963 -0.84974  0.043

Forces on atoms 1 to 3 (eV/Å):
1.758 -1.018 2.712
-3.344 -0.226 -1.086
-0.508 0.375 -0.075

The value obtained for the lowest unoccupied orbital energy is 0.4 eV. Its spin multiplicity is 1. The value obtained for the energy above the lowest of the compared OMol25 structures with the same formula, charge and spin is 415.2 kJ/mol.

---

No. 3
A 4-piece molecular cluster, C25H52ClN2O14S3 overall. Source: OMol25; level of theory: ωB97M-V/def2-TZVPD.

Each line ends with the Löwdin charge.
Cartesian coordinates (Å):
C -0.12534 3.14580 2.70416  -0.089
C 0.26297 2.27755 1.49791  -0.254
C -0.95300 1.69033 0.79251  -0.185
C -0.77930 0.86414 -0.49330  -0.276
C 0.11697 1.52925 -1.53217  -0.044
C -0.52058 -0.67019 -0.32272  -0.171
N -1.20829 -1.15107 0.88195  -0.004
C -0.39084 -1.26868 2.06749  -0.189
C 0.75556 -2.27843 1.89499  -0.607
Cl 0.48023 -3.84025 2.68600  0.725
N 0.88405 -2.57071 0.43644  0.083
C 0.93798 -1.26746 -0.44785  -0.319
C 1.28649 -1.84201 -1.85187  -0.159
O 1.86071 -0.86065 -2.63517  -0.148
C 1.79351 -1.08912 -4.05863  -0.213
C 3.18397 -1.09909 -4.66593  -0.052
O 1.89632 -0.46800 0.11855  -0.040
C 3.25995 -0.95846 0.06365  -0.135
C 4.17928 -0.08894 0.91500  -0.321
C 5.52102 -0.81979 1.06963  -0.051
C 4.33230 1.35971 0.42091  -0.147
C 5.35828 1.64959 -0.68393  -0.407
C 5.47469 3.16745 -0.89521  -0.059
C 5.02986 0.93399 -1.99901  -0.067
H 0.30451 4.14659 2.63572  0.073
H 0.22073 2.71241 3.64512  0.069
H -1.21008 3.26607 2.78280  0.072
H 0.82998 2.86856 0.77525  0.104
H 0.93801 1.47583 1.81161  0.083
H -1.55749 1.11612 1.50290  0.097
H -1.59042 2.53778 0.50755  0.127
H -1.79371 0.85164 -0.91159  0.142
H -0.22587 2.54833 -1.72654  0.082
H 0.09781 1.00084 -2.48465  0.072
H 1.15203 1.57298 -1.19585  0.076
H -1.05066 -1.13955 -1.15917  0.151
H -1.75366 -1.98754 0.71840  0.127
H -1.01030 -1.59290 2.90537  0.107
H 0.03925 -0.29754 2.31683  0.114
H 1.71580 -1.89343 2.23280  0.113
H 1.71505 -3.13803 0.26878  0.147
H 0.08016 -3.13388 0.15111  0.166
H 1.96283 -2.71057 -1.73933  0.142
H 0.35210 -2.22310 -2.28944  0.138
H 1.19427 -0.27525 -4.47478  0.114
H 1.26883 -2.03206 -4.24700  0.120
H 3.57377 -0.08927 -4.79260  0.079
H 3.87264 -1.65753 -4.02662  0.080
H 3.16595 -1.58199 -5.64541  0.083
H 3.27438 -1.98089 0.48065  0.124
H 3.57549 -1.01757 -0.97753  0.114
H 3.70979 -0.04645 1.90754  0.137
H 5.85476 -1.25409 0.12233  0.086
H 5.45131 -1.62675 1.80312  0.082
H 6.30563 -0.13986 1.40644  0.088
H 4.58790 1.96831 1.29618  0.124
H 3.36220 1.71402 0.07137  0.109
H 6.33082 1.27306 -0.34723  0.121
H 5.07926 3.73299 -0.04599  0.075
H 4.92154 3.48548 -1.78462  0.074
H 6.51298 3.47562 -1.03058  0.081
H 3.94897 0.87509 -2.16643  0.072
H 5.42413 -0.08672 -2.03235  0.073
H 5.45585 1.46603 -2.85369  0.085
C -0.39559 5.71520 -3.97958  -0.138
C -0.35845 5.40407 -5.46432  -0.140
O 0.90498 4.73133 -5.62422  -0.181
S 1.23629 3.85702 -4.34579  0.575
O 0.85096 2.50264 -4.54816  -0.234
O 2.55530 4.15525 -3.92114  -0.215
O 0.16460 4.53045 -3.37728  -0.207
H 0.22479 6.57347 -3.72277  0.137
H -1.40114 5.84030 -3.58921  0.137
H -0.33865 6.28900 -6.09271  0.139
H -1.16497 4.73662 -5.76809  0.136
C -3.78703 -0.56925 4.05828  -0.153
C -4.32443 -1.97676 4.21666  -0.167
O -5.60103 -1.77020 4.84443  -0.183
S -6.27712 -0.45795 4.25439  0.594
O -7.11578 -0.79936 3.15667  -0.230
O -6.77227 0.32010 5.32603  -0.198
O -4.94068 0.18563 3.65616  -0.184
H -3.38490 -0.16131 4.98641  0.139
H -3.05626 -0.49567 3.25518  0.109
H -3.72866 -2.61482 4.86207  0.140
H -4.47591 -2.46662 3.25799  0.109
C -7.63226 -4.31377 1.38558  -0.135
C -7.90605 -4.25680 2.87687  -0.129
O -7.13248 -5.36603 3.38529  -0.179
S -5.79166 -5.52741 2.56589  0.585
O -4.72635 -4.83727 3.21423  -0.243
O -5.63367 -6.88626 2.20409  -0.205
O -6.22643 -4.64053 1.31338  -0.196
H -8.20385 -5.09810 0.89010  0.135
H -7.77600 -3.36034 0.88601  0.137
H -8.94473 -4.44250 3.13225  0.142
H -7.56391 -3.32786 3.33143  0.108

Forces on atoms 1 to 3 (eV/Å):
-0.018 0.037 0.081
0.215 -0.150 -0.224
-0.220 0.128 0.065

The charge is +1. The value obtained for the lowest unoccupied orbital energy is -2.7 eV. Its spin multiplicity is 1.

---

No. 4
C8H10N2OS as an isolated structure at a distorted geometry. Source: OMol25; level of theory: ωB97M-V/def2-TZVPD.

Each line ends with the Löwdin charge.
Cartesian coordinates (Å):
C -1.95583 -0.63199 0.20718  -0.699
C 0.28096 -0.69148 -0.44814  -0.312
C 1.20578 -1.50645 0.16338  -0.055
C 2.55128 -1.28082 0.56128  -0.069
C 2.83832 0.08062 0.57346  -0.177
C 1.97435 1.11232 0.27956  0.018
C 0.67241 0.68031 -0.55426  -0.088
C -0.26202 1.72248 -0.94068  -0.339
H -3.84127 -0.83059 0.94197  0.211
H -3.35729 -1.86410 -0.72059  0.143
H -1.27553 -1.85278 -1.27326  0.135
H 0.79775 -2.46688 0.46600  0.107
H 3.12799 -2.01244 1.21858  0.127
H 3.75362 0.56781 1.06088  0.118
H 2.57129 2.13969 0.19164  0.148
H 0.03901 2.44481 -1.67971  0.113
H -1.23910 1.30237 -1.46052  0.145
H -1.33404 1.98268 0.64698  -0.118
N -3.22560 -0.95646 -0.11722  0.025
N -1.01510 -1.07889 -0.71422  0.054
O -0.70020 2.58279 0.05834  -0.194
S -1.60681 0.55700 1.53934  0.706

Forces on atoms 1 to 3 (eV/Å):
0.893 1.765 -0.338
3.629 3.464 -0.159
1.356 -2.951 0.965

The value obtained for the lowest unoccupied orbital energy is 0.0 eV. Its spin multiplicity is 1. The value obtained for the energy above the lowest of the compared OMol25 structures with the same formula, charge and spin is 380.8 kJ/mol.

---

No. 5
A 2-piece molecular cluster, C4H8N2O overall. Source: OMol25; level of theory: ωB97M-V/def2-TZVPD.

Each line ends with the Löwdin charge.
Cartesian coordinates (Å):
C 0.64763 0.31905 1.21704  -0.092
N -0.24296 0.59047 0.09620  -0.220
C -1.61832 0.91923 0.42069  -0.138
C -1.28021 -0.39477 -0.17628  -0.144
H 1.60297 -0.05281 0.83238  0.072
H 0.24178 -0.42528 1.91880  0.087
H 0.83759 1.24986 1.75875  0.088
H -1.89249 0.93349 1.47520  0.108
H -2.07138 1.69955 -0.18488  0.104
H -1.32587 -1.26944 0.47183  0.107
H -1.48292 -0.59021 -1.22685  0.104
N 1.61746 -0.02054 -1.95152  0.170
C 1.86132 -1.18190 -1.70264  -0.419
O 2.16852 -2.30453 -1.53939  0.126
H 0.93687 0.52783 -1.40933  0.047

Forces on atoms 1 to 3 (eV/Å):
0.075 -0.017 0.114
0.061 0.059 0.014
-0.152 0.156 0.116

The value obtained for the lowest unoccupied orbital energy is 0.9 eV. Its spin multiplicity is 1. As for the SMILES: CN1CC1.N=C=O. The value obtained for the energy above the lowest of the compared OMol25 structures with the same formula, charge and spin is 208.3 kJ/mol.

---

No. 6
One molecule with the formula C3H7N3O2S at a distorted geometry. Source: OMol25; level of theory: ωB97M-V/def2-TZVPD.

Each line ends with the Löwdin charge.
Cartesian coordinates (Å):
C 0.47858 -0.75512 -0.11362  -0.409
C -0.36623 0.28757 -0.01133  -0.107
C -2.56187 1.17735 -0.14395  -0.088
N 1.81486 -0.86227 0.32223  -0.271
N 2.41471 -0.05916 1.39274  -0.168
N 0.14739 -1.88918 -0.87321  0.101
O 2.52202 1.51768 -0.64486  -0.467
O -1.62661 0.20820 -0.54559  -0.137
S 3.04447 0.26640 -0.17469  0.939
H -0.08220 1.19435 0.50198  0.112
H -3.05848 1.56244 -1.03875  0.091
H -2.09372 2.01010 0.38386  0.086
H -3.31367 0.71914 0.50719  0.090
H 2.97794 -0.68546 1.96246  0.065
H -0.85025 -1.95485 -1.02027  0.081
H 0.55307 -2.73718 -0.50419  0.083

Forces on atoms 1 to 3 (eV/Å):
-0.894 0.474 -0.254
0.572 -0.207 0.436
-0.401 0.239 0.068

The value obtained for the lowest unoccupied orbital energy is 0.6 eV. Its spin multiplicity is 1. The value obtained for the energy above the lowest of the compared OMol25 structures with the same formula, charge and spin is 186.4 kJ/mol.

---

Number 1: E_tot -3127.1569 Ha. Number 2: E_tot -282.6161 Ha. Number 3: E_tot -3801.0803 Ha. Number 4: E_tot -893.6302 Ha. Number 5: E_tot -341.9243 Ha. Number 6: E_tot -831.3193 Ha.